# 1
{
  "formula": "C2H5NO3",
  "method": "ωB97M-V/def2-TZVPD",
  "species": ["H", "H", "C", "O", "H", "N", "O", "H", "H", "O", "C"],
  "positions_angstrom": [[-1.46, -0.11, -0.26], [-0.35, 0.77, -2.15], [-0.29, 0.12, -0.25], [0.14, -2.10, 0.38], [-0.16, -0.04, 1.95], [0.38, -1.28, -0.46], [0.98, -1.39, -1.49], [1.12, 0.88, 0.98], [-0.44, 1.51, 1.43], [-0.02, 1.00, -1.23], [0.10, 0.64, 1.10]],
  "multiplicity": 3,
  "e_above_lowest_kcal_mol": 66.5,
  "largest_force_ev_per_a": 6.36,
  "e_lumo_ev": [0.6, -3.6],
  "homo_energy_ev": [-6.71, -10.17]
}

# 2
{
  "formula": "C4H8NO2",
  "method": "ωB97M-V/def2-TZVPD",
  "species": ["C", "H", "H", "H", "O", "H", "H", "N", "C", "C", "H", "O", "C", "H", "H"],
  "positions_angstrom": [[0.20, 0.37, -0.11], [0.08, 1.05, 2.44], [2.43, -0.84, -0.66], [-0.11, 1.42, -0.05], [-1.82, 0.92, 1.63], [1.01, -0.02, 0.85], [0.00, 0.24, -2.22], [-0.09, -0.47, 0.93], [1.87, -0.68, -1.60], [-0.73, 0.35, 2.07], [-0.90, -0.36, 2.89], [2.35, -1.00, -2.68], [0.64, -0.02, -1.38], [-2.52, -0.82, -1.22], [-2.41, -0.15, -0.89]],
  "multiplicity": 1,
  "e_above_lowest_kcal_mol": 150.4,
  "largest_force_ev_per_a": 3.35,
  "total_charge": -1,
  "e_lumo_ev": 3.7,
  "homo_energy_ev": -3.81
}